[1]
The following is a quantum chemistry calculation of a single C15H15Cl2N3O2 molecule, from the OMol25 dataset.

Geometry as XYZ:
```
37
Properties=species:S:1:pos:R:3
Cl 6.184 -1.594 0.963
H -0.856 -1.855 -0.265
C 1.201 2.227 0.261
C -2.750 0.380 1.179
C 5.942 0.537 -0.669
C 3.943 -0.198 0.469
C -0.183 1.921 0.550
C 5.293 -0.329 0.196
C 0.961 -0.059 0.302
C -1.507 -1.609 0.574
H -5.028 -0.773 -2.026
C 5.214 1.547 -1.274
C -0.391 0.569 0.564
H -1.131 -2.136 1.458
H 6.996 0.420 -0.863
N -1.476 -0.175 0.794
H -2.648 1.438 1.408
H -3.081 -0.140 2.085
H 3.301 2.479 -1.503
H -3.687 0.985 -0.679
N 1.847 0.969 0.114
H -3.528 -2.210 1.169
O 1.223 -1.236 0.271
C -3.773 0.178 0.055
H 3.456 -0.880 1.146
C -2.936 -2.059 0.249
Cl -1.268 3.243 0.776
H 5.708 2.228 -1.950
C -4.697 -1.550 -1.338
N -3.527 -1.079 -0.636
H -4.786 0.216 0.490
H -2.886 -3.018 -0.269
H -5.532 -1.798 -0.663
C 3.860 1.690 -1.030
C 3.225 0.817 -0.153
H -4.436 -2.436 -1.915
O 1.753 3.293 0.163
```

- charge = 0
- SMILES string = CN1CCN(C2=C(Cl)C(=O)N(c3cccc(Cl)c3)C2=O)CC1
- orbital gap (eV) = 8.0
- E_HOMO (eV) = -8.335
- relative energy (zero: lowest compared OMol25 entry of this formula, charge and spin) (kJ/mol) = 0.0

***

[2]
The following is a quantum chemistry calculation of 2 unconnected molecules or ions with the total composition C15H15ClNO4, from the OMol25 dataset.

Geometry as XYZ:
```
36
Properties=species:S:1:pos:R:3
H 1.193 2.001 3.252
C 1.672 -0.059 3.542
H -5.211 1.736 2.612
H 3.540 2.715 2.934
C 0.336 -0.431 3.771
O -4.264 0.074 3.293
N -0.678 0.347 3.422
H -4.979 0.438 1.441
Cl 5.938 1.207 2.940
O -2.889 1.491 2.139
H -2.117 -0.857 4.260
H 0.119 -1.415 4.149
C 1.997 1.287 3.269
C 4.010 -0.626 3.347
C -3.007 -2.460 0.228
O -1.117 -3.396 -0.804
C -2.027 -3.587 0.267
C 2.717 -1.010 3.566
C -3.039 0.607 2.974
H -1.447 -3.600 1.202
C 4.315 0.720 3.131
H -3.200 -0.774 -1.098
H -7.390 0.377 2.090
C 3.295 1.675 3.088
H -6.967 0.402 3.807
H -6.572 -1.007 2.855
C -1.511 -2.247 -1.453
H -3.840 -2.297 0.894
C -2.692 -1.676 -0.790
H 2.477 -2.043 3.735
C -5.263 0.644 2.485
C -1.916 -0.007 3.629
H -2.513 -4.564 0.122
H 4.808 -1.354 3.334
C -6.633 0.082 2.820
O -1.002 -1.741 -2.433
```

- charge = -1
- orbital gap (eV) = 5.5
- E_HOMO (eV) = -2.633
- relative energy (zero: lowest compared OMol25 entry of this formula, charge and spin) (kJ/mol) = 13.3

***

[3]
The following is a quantum chemistry calculation of a molecular structure, C15H15CrN2O6, from the OMol25 dataset.

Geometry as XYZ:
```
39
Properties=species:S:1:pos:R:3
O -1.092 2.260 -1.994
C 1.145 1.690 3.697
H 1.446 0.153 -0.728
H 2.668 3.526 6.947
O -2.415 -0.037 1.842
C 0.625 2.987 6.478
H -0.265 -0.984 6.360
C -1.524 -0.079 1.091
H 0.357 -0.140 2.808
H -0.439 -0.950 8.108
C 1.311 1.428 -3.697
C -0.647 1.468 -1.251
H 1.088 2.927 0.049
H 0.653 1.260 8.225
Cr -0.013 0.103 -0.069
N 0.644 1.372 1.383
H 0.578 3.544 5.536
C 1.293 -1.169 0.596
C 1.106 2.609 1.100
H 1.922 4.431 1.865
H 1.437 4.627 7.596
O 1.700 -0.176 5.013
C -0.388 -0.321 7.217
O 1.597 1.863 -4.721
C 0.777 0.646 7.334
C 1.272 0.983 5.020
O -1.034 -2.252 -1.730
C 1.675 3.580 7.403
N 0.874 1.555 6.197
C -0.668 -1.304 -1.168
H -1.336 0.216 7.111
H 1.711 0.071 7.390
H -0.373 3.054 6.946
H 1.681 3.053 8.357
H 2.009 3.586 4.247
C 1.572 3.438 2.120
O 1.932 -1.985 1.132
C 1.608 2.983 3.436
C 0.686 0.892 2.648
```

- charge = +2
- 2S+1 = 4
- orbital gap (spin up / spin down) (eV) = 9.1 / 4.0
- E_HOMO (spin up / spin down) (eV) = -16.680 / -15.522

***

[4]
The following is a quantum chemistry calculation of a molecular structure, C15H15CuO4SSe4, from the OMol25 dataset.

Geometry as XYZ:
```
40
Properties=species:S:1:pos:R:3
C -2.612 3.720 1.547
H 3.781 -4.484 -2.698
H -4.559 3.412 2.385
C 1.900 -3.482 -2.398
Cu 1.602 1.361 0.117
C -1.836 1.538 3.095
O -1.066 0.693 -1.887
H -1.304 -1.293 1.050
C 0.500 -1.532 -2.685
H 1.159 -2.054 0.602
H 2.409 -3.944 -0.363
C -1.715 -0.810 0.166
C -1.285 3.284 1.469
H 2.681 -4.581 -4.072
Se 3.466 0.723 -1.302
C 1.128 -2.246 -0.465
S -0.417 0.060 -0.693
H -2.142 -1.534 -0.528
H 2.400 -5.573 -2.637
C -3.530 3.061 2.364
C 0.457 -1.378 -1.314
H -1.498 0.703 3.693
H -2.441 -0.057 0.461
C -0.202 3.949 0.601
O -3.046 4.779 0.790
C -0.941 2.192 2.258
C 2.733 -4.591 -2.982
H -3.880 1.482 3.773
Se 3.758 -1.279 1.764
H -0.003 -0.806 -3.308
H 0.090 1.863 2.219
Se 4.953 0.243 0.447
O 0.703 3.186 0.179
H -3.984 4.884 0.984
O -0.314 5.162 0.416
C 1.842 -3.292 -1.018
H 1.283 -2.712 -4.296
C 1.220 -2.595 -3.220
C -3.150 1.976 3.142
Se 1.858 -0.028 2.343
```

- charge = -2
- orbital gap (eV) = 5.5
- E_HOMO (eV) = -0.900
- relative energy (zero: lowest compared OMol25 entry of this formula, charge and spin) (kJ/mol) = 63.4

***

[5]
The following is a quantum chemistry calculation of 3 unconnected molecules or ions with the total composition C15H15F16N2O2, from the OMol25 dataset.

Geometry as XYZ:
```
50
Properties=species:S:1:pos:R:3
C -2.202 -3.273 4.139
C 3.518 2.951 -1.741
F 0.282 -3.716 3.448
C -2.362 -5.813 3.495
O -1.518 -2.400 3.239
F -4.134 -4.546 4.273
C -2.585 0.012 -1.129
H 0.629 1.631 -3.021
F 2.341 0.942 -1.656
H 0.879 0.859 0.035
C 1.577 4.150 -4.829
H -2.131 -6.154 4.508
C -1.865 1.037 -0.626
H -2.230 -1.004 -1.263
F 3.349 1.421 -3.531
F 3.072 5.425 -6.111
H -1.827 1.969 -1.184
H -0.548 -1.956 0.773
H 2.984 3.322 -0.859
H -0.646 1.163 3.780
F -3.223 -6.686 2.934
C -1.672 1.115 1.917
H -3.589 0.223 -1.481
H -2.945 -2.630 4.609
F -1.233 -5.813 2.755
C 0.537 0.995 2.091
C -0.252 -2.683 2.794
C 2.782 4.153 -5.774
N 0.227 0.944 0.800
F 1.058 -3.139 0.896
F 0.522 4.635 -5.507
F 3.859 3.620 -5.164
F -3.404 -4.070 2.276
H -2.703 1.210 2.194
F 3.899 3.990 -2.494
F -0.992 -3.885 0.896
H -1.555 -3.611 4.948
F 1.762 4.956 -3.767
H 2.560 3.578 -6.675
C 2.647 1.970 -2.533
H 0.867 3.248 -2.423
C -3.010 -4.426 3.519
F 4.631 2.306 -1.324
F 0.518 -1.590 3.091
C 1.302 2.488 -3.076
O 1.243 2.868 -4.431
H 1.538 0.974 2.479
N -0.590 1.088 2.776
C -0.209 -2.868 1.275
C -1.157 1.021 0.661
```

- charge = +1
- orbital gap (eV) = 9.6
- E_HOMO (eV) = -13.163

***

[6]
The following is a quantum chemistry calculation of 5 unconnected molecules or ions with the total composition C15H15F5O15, from the OMol25 dataset.

Geometry as XYZ:
```
50
Properties=species:S:1:pos:R:3
O -1.419 23.690 4.504
O -3.432 24.139 8.081
C -2.381 20.741 5.361
C -5.371 24.942 10.681
H -1.411 21.200 5.547
H 1.652 16.749 4.828
O -2.932 17.948 7.373
H -3.093 22.168 6.860
F -2.739 13.541 9.387
H -3.190 25.764 3.160
O -0.467 22.904 2.534
H -1.657 13.700 7.075
H -5.707 24.519 11.627
H 0.441 17.456 2.890
H -2.393 15.232 6.667
C -4.318 26.029 10.836
O -3.343 20.176 7.387
H -4.764 27.022 10.893
H -1.947 26.602 3.973
O -2.457 19.378 5.590
C -1.041 23.771 3.202
H -3.979 14.640 8.406
O -4.681 23.997 9.932
C -0.978 15.097 4.089
C -1.175 15.992 9.137
H -6.184 25.442 10.155
C -2.225 24.669 4.898
O -1.404 24.976 2.740
O -1.163 16.194 3.399
C -3.341 21.193 6.441
C -0.174 17.145 3.734
O -2.514 15.674 9.358
O -1.604 14.027 3.907
O -0.731 15.314 8.016
C 0.569 16.655 4.902
F 0.334 17.427 5.913
O -0.550 16.629 9.986
C -2.872 19.061 6.867
F -3.511 25.896 11.871
C -1.925 14.676 7.479
C -2.238 25.599 3.664
F -4.607 21.311 5.957
H -0.744 18.041 3.981
H -2.737 20.982 4.359
C -3.843 24.648 9.108
C -2.917 14.607 8.648
O -3.600 25.862 9.601
H -1.926 25.187 5.810
F -3.439 24.176 5.115
O -0.076 15.357 5.069
```

- charge = +1
- 2S+1 = 2
- orbital gap (spin up / spin down) (eV) = 9.1 / 3.0
- E_HOMO (spin up / spin down) (eV) = -13.382 / -13.382
- relative energy (zero: lowest compared OMol25 entry of this formula, charge and spin) (kJ/mol) = 0.0

***

[7]
The following is a quantum chemistry calculation of 2 unconnected molecules or ions with the total composition C15H15FIN4O, from the OMol25 dataset.

Geometry as XYZ:
```
37
Properties=species:S:1:pos:R:3
C 2.750 -2.199 1.453
H 2.116 -1.222 -3.173
C -2.988 0.089 -2.895
C -4.788 0.060 -5.025
H 4.926 -2.498 2.590
C 3.374 1.202 3.727
H -0.790 0.639 1.464
C 2.136 -1.208 -2.011
C -3.729 0.956 -5.007
C 2.061 -1.259 -0.686
N -0.326 -0.139 0.937
F -3.576 1.816 -6.024
I 2.832 -0.562 4.972
H -5.483 0.067 -5.857
H 3.822 2.982 5.027
C 2.547 1.008 2.303
H 4.513 1.128 3.596
H -4.169 -1.516 -2.083
H -5.764 -1.547 -3.981
H -2.006 1.687 -3.967
H 3.287 0.521 1.568
H 0.698 0.622 3.078
C 2.870 2.491 4.573
C -4.943 -0.836 -3.972
C -1.614 -1.808 0.166
O -1.808 -3.056 0.269
C -4.046 -0.819 -2.907
N -1.002 -0.648 -0.166
H -2.292 0.104 -2.063
C 3.916 -2.413 2.040
N 1.418 0.057 2.589
C 0.891 -0.584 1.372
C -2.826 0.978 -3.954
H 2.254 3.230 3.920
N 1.598 -1.682 0.682
H 2.182 2.141 5.446
H 2.171 2.057 1.950
```

- charge = +1
- orbital gap (eV) = 6.5
- E_HOMO (eV) = -11.296
- relative energy (zero: lowest compared OMol25 entry of this formula, charge and spin) (kJ/mol) = 0.0

***

[8]
The following is a quantum chemistry calculation of a molecular structure, C15H15MgN2O6, from the OMol25 dataset.

Geometry as XYZ:
```
39
Properties=species:S:1:pos:R:3
C -1.230 0.425 -1.071
C 0.301 1.912 0.351
O -2.031 -7.016 0.230
C 0.241 4.073 2.641
H -0.630 -2.818 -1.950
H 0.554 4.457 0.555
C -0.251 4.115 1.214
O 1.734 -3.424 -3.983
H -2.249 1.376 0.862
H -1.843 2.219 2.368
O 1.513 -6.081 -2.500
C 1.715 -4.979 -2.052
H -1.936 1.244 -1.196
C -0.069 0.613 -0.308
H -3.186 3.595 -0.032
N -0.712 2.810 0.681
C -3.104 3.346 1.032
C -1.978 2.351 1.279
C -1.519 -6.606 -0.696
H -2.972 4.270 1.605
H -0.516 3.669 3.322
N 0.649 -1.629 -0.804
H 1.839 -0.270 0.268
C -1.447 -0.821 -1.655
C -0.487 -1.831 -1.501
H -1.110 4.784 1.120
O 3.876 -3.040 2.421
C 2.004 -3.772 -2.887
H -2.346 -1.038 -2.227
C 3.681 -2.354 -1.942
C 0.882 -0.415 -0.245
H -4.050 2.889 1.343
C 3.295 -3.077 1.431
H 0.489 5.089 2.961
H 1.738 -4.654 -0.616
Mg 2.078 -3.137 -0.550
H 1.149 3.466 2.703
O 4.437 -1.930 -2.698
O 1.489 2.189 0.528
```

- charge = +1
- orbital gap (spin up / spin down) (eV) = 6.2 / 6.7
- E_HOMO (spin up / spin down) (eV) = -10.960 / -11.261
- relative energy (zero: lowest compared OMol25 entry of this formula, charge and spin) (kJ/mol) = 246.5